The following is a DFT calculation (ωB97M-V/def2-TZVPD) of a molecular structure, C3H7CrO3 at a distorted geometry.

The expectation value of S² is 6.0257. For the molar mass, the calculation gives 143.08 g/mol. The orbital gap (spin up / spin down) comes out at 6.18 / 7.23 eV. The value obtained for the lowest unoccupied orbital energy (spin up / spin down) is -0.2505 / -0.2455 hartree. As for the relative energy (zero: lowest compared OMol25 entry of this formula, charge and spin): 0.938 eV.

Geometry as ORCA input:
```
! RIJCOSX wB97M-V def2-TZVPD def2/J DEFGRID3
* xyz 1 5
C 0.32357 -2.43345 -0.67666
O -0.91647 -1.90883 -0.80852
H 0.37399 -3.49100 -0.37486
H 1.03381 -2.17749 -1.47987
H 1.25697 -0.81710 0.31630
O -2.02207 1.51594 -0.49586
C -0.89024 1.86820 0.14063
O -0.30589 0.60059 0.59680
C 1.07484 0.47266 0.80547
Cr -1.76889 -0.36973 -0.40976
H -1.04482 2.44958 1.07160
H -0.13642 2.37565 -0.49523
H 1.68454 0.97621 0.04577
H 1.33707 0.93878 1.76418
*
```

These are the Löwdin partial charges, in e, on atoms 1 to 6: C 0.1166; O -0.2289; H 0.1259; H 0.1210; H 0.1626; O -0.2422

The following is a DFT calculation (ωB97M-V/def2-TZVPD) of 2 unconnected molecules or ions with the total composition C3H7F2O2P at a distorted geometry.

For the molar mass, the calculation gives 144.06 g/mol. The orbital gap (spin up / spin down) comes out at 6.10 / 6.09 eV. The value obtained for the lowest unoccupied orbital energy (spin up / spin down) is -0.1010 / -0.1010 hartree. As for the relative energy (zero: lowest compared OMol25 entry of this formula, charge and spin): 6.355 eV.

Geometry as ORCA input:
```
! RIJCOSX wB97M-V def2-TZVPD def2/J DEFGRID3
* xyz 0 1
C 0.77981 -0.64643 0.49452
C 0.59290 0.05196 -0.92923
C -3.44296 -0.28657 0.19810
O -2.36060 0.28220 0.62820
O 0.19800 1.43456 -0.94382
F -4.38161 0.59995 -0.30070
F -3.18928 -1.15826 -0.82421
P -0.23592 2.17991 0.39580
H 1.72526 -0.37418 1.04583
H -0.12442 -0.53282 1.11166
H 0.61887 -1.72666 0.35966
H -0.44291 -0.48047 -1.24866
H 1.48724 0.10941 -1.56584
H -4.02781 -0.93688 0.95946
H -0.50731 3.45838 -0.16735
*
```

These are the Löwdin partial charges, in e, on atoms 1 to 6: C -0.1257; C -0.2563; C -0.6917; O -0.1895; O -0.4656; F -0.0103

Which of these has the lowest molar mass?
C3H7CrO3

Look up the relative energy (zero: lowest compared OMol25 entry of this formula, charge and spin) of the first one.
0.938 eV